Record 1
Density functional theory data (ωB97M-V/def2-TZVPD) for a structure of composition C19H19CaIN3O2P.

Each line ends with the Löwdin charge.
Element x y z (Å)
1 Ca 0.409 0.581 0.738  0.836
2 O -5.960 -1.882 -1.963  -0.024
3 C -5.223 -2.582 -1.253  -0.686
4 O -5.310 -3.744 -0.830  -0.025
5 C -3.919 -1.854 -0.804  -0.064
6 C -3.672 -0.548 -1.188  0.063
7 C -2.498 0.063 -0.783  -0.194
8 N -1.595 -0.578 -0.031  0.025
9 C -1.832 -1.838 0.354  -0.195
10 C -2.987 -2.505 -0.014  0.063
11 C -0.785 -2.462 1.219  -0.193
12 C -0.945 -3.736 1.754  0.011
13 C 0.045 -4.265 2.560  -0.034
14 C 1.177 -3.509 2.829  -0.046
15 C 1.259 -2.249 2.273  -0.129
16 N 0.312 -1.732 1.484  -0.021
17 C -2.168 1.481 -1.125  -0.193
18 C -3.061 2.290 -1.818  0.011
19 C -2.718 3.600 -2.095  -0.034
20 C -1.493 4.086 -1.664  -0.045
21 C -0.665 3.227 -0.970  -0.131
22 N -0.981 1.955 -0.710  -0.021
23 H -4.430 -0.082 -1.803  0.115
24 H -3.228 -3.522 0.264  0.115
25 H -1.838 -4.304 1.543  0.116
26 H -0.071 -5.255 2.980  0.117
27 H 1.973 -3.874 3.461  0.110
28 H 2.113 -1.612 2.478  0.104
29 H -4.017 1.899 -2.132  0.116
30 H -3.406 4.237 -2.634  0.117
31 H -1.185 5.105 -1.844  0.111
32 H 0.289 3.572 -0.586  0.101
33 I 0.904 2.284 3.056  -0.187
34 C 4.209 0.566 -1.406  -0.299
35 P 3.286 1.165 0.054  0.695
36 C 4.400 0.702 1.422  -0.301
37 C 3.538 2.969 -0.056  -0.303
38 H 5.230 0.951 -1.419  0.046
39 H 3.706 0.880 -2.321  0.038
40 H 4.247 -0.524 -1.401  0.038
41 H 5.402 1.107 1.269  0.048
42 H 4.467 -0.385 1.488  0.035
43 H 3.993 1.087 2.358  0.010
44 H 4.598 3.222 -0.115  0.048
45 H 3.097 3.450 0.817  0.006
46 H 3.042 3.345 -0.953  0.035

Values from the calculation:
highest occupied orbital energy: -7.9438 eV
E_LUMO: -0.035 Ha
multiplicity: 1
orbital gap: 6.98 eV
calculated total energy: -2367.01384 Ha
ΔE to the lowest compared entry with this formula, charge and spin: 1.8 kcal per mole


Record 2
Density functional theory data (ωB97M-V/def2-TZVPD) for a structure of composition C4H16O4.

Each line ends with the Löwdin charge.
Element x y z (Å)
1 C -0.967 0.579 -0.309  -0.147
2 O -1.567 -0.704 -0.055  -0.137
3 H -0.003 0.614 0.198  0.043
4 H -0.793 0.712 -1.377  0.099
5 H -1.664 1.383 -0.071  0.090
6 H -1.828 -0.745 0.868  -0.088
7 C -2.881 -0.753 2.345  -0.089
8 O -1.882 0.099 1.821  -0.161
9 H -2.294 -1.553 2.796  0.101
10 H -3.573 -0.385 3.102  0.096
11 H -3.435 -1.127 1.484  0.104
12 H -1.749 0.695 2.561  0.130
13 C 2.576 1.131 -0.581  -0.136
14 O 1.143 1.138 -0.526  -0.188
15 H 2.913 0.696 -1.522  0.094
16 H 2.892 2.168 -0.688  0.087
17 H 3.210 0.698 0.193  0.112
18 H 0.853 1.806 0.100  0.124
19 C 1.526 -1.265 -2.030  -0.107
20 O 1.992 -0.844 -0.724  -0.194
21 H 1.584 -0.417 -2.712  0.078
22 H 2.042 -2.151 -2.399  0.078
23 H 0.494 -1.613 -2.085  0.075
24 H 1.408 -0.160 -0.387  -0.063

Values from the calculation:
highest occupied orbital energy: -8.6571 eV
E_LUMO: 0.012 Ha
multiplicity: 1
orbital gap: 8.99 eV
calculated total energy: -462.65033 Ha
ΔE to the lowest compared entry with this formula, charge and spin: 195.5 kcal per mole


Record 3
Density functional theory data (ωB97M-V/def2-TZVPD) for a structure of composition C49H60N6OP2Ti.

Each line ends with the Löwdin charge.
Element x y z (Å)
1 Ti 0.206 0.903 -1.090  0.782
2 C 2.144 2.343 5.335  -0.036
3 C 1.544 0.957 5.047  -0.555
4 C 2.595 -0.125 5.356  -0.025
5 C 0.331 0.754 5.961  -0.051
6 C 1.162 0.834 3.585  -0.127
7 C -0.033 0.247 3.149  0.036
8 C -0.328 0.185 1.810  -0.116
9 N 0.497 0.630 0.837  -0.059
10 C 1.725 1.080 1.240  -0.188
11 C 2.037 1.238 2.584  0.062
12 C 2.690 1.205 0.157  -0.166
13 C 4.058 1.332 0.361  0.068
14 C 4.971 1.190 -0.675  -0.120
15 C 4.427 0.919 -1.939  0.034
16 C 3.068 0.831 -2.095  -0.081
17 N 2.177 0.981 -1.091  -0.031
18 C 6.460 1.253 -0.396  -0.555
19 C 6.802 2.549 0.357  -0.030
20 C 6.830 0.039 0.477  -0.025
21 C 7.279 1.203 -1.688  -0.052
22 H 2.371 2.419 6.398  0.096
23 H 1.437 3.134 5.078  0.097
24 H 3.073 2.518 4.792  0.077
25 H 2.840 -0.095 6.418  0.097
26 H 3.513 0.036 4.788  0.085
27 H 2.215 -1.121 5.122  0.095
28 H 0.621 0.937 6.995  0.095
29 H -0.048 -0.268 5.906  0.087
30 H -0.471 1.449 5.707  0.096
31 H -0.747 -0.155 3.853  0.120
32 H -1.262 -0.253 1.483  0.046
33 H 2.990 1.672 2.852  0.116
34 H 4.421 1.505 1.364  0.116
35 H 5.057 0.777 -2.805  0.118
36 H 2.655 0.610 -3.070  0.109
37 H 6.311 2.607 1.329  0.080
38 H 6.516 3.426 -0.225  0.097
39 H 7.877 2.587 0.528  0.097
40 H 6.313 0.057 1.437  0.084
41 H 7.903 0.048 0.667  0.098
42 H 6.579 -0.896 -0.028  0.096
43 H 7.023 2.030 -2.353  0.096
44 H 7.132 0.260 -2.218  0.090
45 H 8.338 1.283 -1.447  0.097
46 O 0.298 1.342 -3.416  -0.073
47 H 0.994 1.761 -3.933  0.089
48 H -0.117 0.686 -4.001  0.059
49 C -1.384 -2.766 -0.909  -0.462
50 P -1.476 -1.013 -1.464  0.981
51 C -3.247 -0.652 -1.247  -0.376
52 C -3.598 0.253 -0.243  -0.140
53 C -4.930 0.509 0.042  -0.062
54 C -5.923 -0.133 -0.685  -0.053
55 C -5.583 -1.053 -1.667  -0.050
56 C -4.252 -1.324 -1.940  -0.086
57 C -1.108 -1.304 -3.239  -0.400
58 C -1.936 -1.018 -4.320  -0.085
59 C -1.494 -1.265 -5.617  -0.055
60 C -0.236 -1.804 -5.842  -0.057
61 C 0.599 -2.089 -4.766  -0.060
62 C 0.171 -1.828 -3.475  -0.130
63 P -1.926 -2.980 0.884  1.057
64 C -1.100 -4.591 1.222  -0.386
65 C 0.268 -4.728 0.986  -0.122
66 C 0.916 -5.921 1.264  -0.080
67 C 0.211 -6.986 1.808  -0.072
68 C -1.134 -6.836 2.106  -0.065
69 C -1.786 -5.644 1.824  -0.091
70 C -3.672 -3.464 0.596  -0.416
71 C -4.047 -4.463 -0.305  -0.107
72 C -5.384 -4.773 -0.481  -0.065
73 C -6.362 -4.098 0.242  -0.069
74 C -5.998 -3.107 1.138  -0.079
75 C -4.657 -2.791 1.313  -0.116
76 H -0.356 -3.110 -1.016  0.029
77 H -2.022 -3.345 -1.577  0.057
78 H -2.822 0.736 0.339  0.070
79 H -5.200 1.197 0.832  0.116
80 H -6.963 0.080 -0.474  0.120
81 H -6.358 -1.573 -2.214  0.121
82 H -4.006 -2.071 -2.685  0.115
83 H -2.922 -0.602 -4.156  0.106
84 H -2.137 -1.046 -6.459  0.119
85 H 0.096 -2.007 -6.851  0.117
86 H 1.580 -2.518 -4.931  0.117
87 H 0.829 -2.046 -2.637  0.105
88 H 0.839 -3.894 0.590  0.090
89 H 1.975 -6.023 1.066  0.107
90 H 0.718 -7.920 2.010  0.111
91 H -1.685 -7.650 2.560  0.113
92 H -2.833 -5.541 2.073  0.105
93 H -3.294 -5.020 -0.850  0.113
94 H -5.673 -5.554 -1.174  0.112
95 H -7.405 -4.355 0.107  0.112
96 H -6.753 -2.582 1.710  0.113
97 H -4.368 -2.021 2.019  0.099
98 C -1.801 2.863 -1.844  -0.166
99 N -2.463 4.145 -1.870  -0.071
100 C -2.751 4.563 -0.494  -0.137
101 N -1.518 4.684 0.288  -0.075
102 C -0.852 3.407 0.322  -0.159
103 N -0.512 2.901 -1.057  -0.173
104 C 0.347 3.966 -1.688  -0.153
105 N -0.317 5.244 -1.726  -0.076
106 C -1.566 5.128 -2.484  -0.137
107 C -0.644 5.665 -0.360  -0.140
108 H -1.577 2.563 -2.865  0.119
109 H -2.468 2.129 -1.392  0.102
110 H -3.404 3.823 -0.026  0.131
111 H -3.266 5.522 -0.509  0.138
112 H -1.500 2.679 0.814  0.121
113 H 0.077 3.495 0.890  0.133
114 H 0.586 3.664 -2.707  0.118
115 H 1.271 4.050 -1.112  0.137
116 H -1.348 4.831 -3.512  0.136
117 H -2.061 6.098 -2.503  0.138
118 H -1.155 6.626 -0.399  0.137
119 H 0.273 5.783 0.219  0.136

Values from the calculation:
net charge: +2
highest occupied orbital energy (spin up / spin down): -11.5360 / -12.5060 eV
E_LUMO (spin up / spin down): -0.201 / -0.210 Ha
multiplicity: 3
orbital gap (spin up / spin down): 6.07 / 6.80 eV
calculated total energy: -3838.74414 Ha
ΔE to the lowest compared entry with this formula, charge and spin: 6.9 kcal per mole


Record 4
Density functional theory data (ωB97M-V/def2-TZVPD) for a structure of composition C16H24CoN2O5.

Each line ends with the Löwdin charge.
Element x y z (Å)
1 Co -0.128 -0.374 0.090  0.851
2 C -2.122 -1.011 -1.875  -0.062
3 C -2.950 -0.556 -0.697  -0.056
4 O -2.036 -0.703 0.424  -0.213
5 C -2.505 -0.183 1.706  -0.050
6 C -1.458 -0.652 2.669  -0.065
7 O -0.192 -0.286 2.036  -0.186
8 C 0.972 -0.835 2.736  -0.067
9 C 2.139 -0.148 2.115  -0.074
10 O 1.905 -0.148 0.673  -0.193
11 C 2.558 1.004 0.059  -0.083
12 C 1.550 2.125 0.112  -0.070
13 O 0.342 1.555 -0.478  -0.190
14 C 0.340 1.708 -1.931  -0.084
15 C -0.900 1.017 -2.389  -0.058
16 O -0.850 -0.309 -1.755  -0.205
17 H -2.580 -0.755 -2.829  0.166
18 H -1.907 -2.076 -1.863  0.147
19 H -3.815 -1.202 -0.542  0.169
20 H -3.277 0.483 -0.756  0.152
21 H -3.479 -0.614 1.935  0.171
22 H -2.584 0.903 1.645  0.162
23 H -1.478 -1.732 2.820  0.145
24 H -1.526 -0.154 3.636  0.172
25 H 0.976 -1.918 2.610  0.147
26 H 0.893 -0.595 3.796  0.169
27 H 3.076 -0.664 2.323  0.170
28 H 2.207 0.884 2.458  0.149
29 H 2.821 0.717 -0.957  0.140
30 H 3.479 1.235 0.594  0.163
31 H 1.865 2.997 -0.460  0.161
32 H 1.292 2.442 1.120  0.150
33 H 1.231 1.226 -2.339  0.146
34 H 0.350 2.765 -2.191  0.168
35 H -0.923 0.885 -3.470  0.169
36 H -1.801 1.529 -2.053  0.151
37 N -1.393 -6.285 1.510  0.253
38 C -0.809 -5.480 0.935  -0.133
39 C -0.069 -4.470 0.232  -0.142
40 C 0.971 -4.771 -0.649  0.089
41 C 1.629 -3.734 -1.294  0.045
42 C 1.255 -2.430 -1.045  -0.031
43 N 0.253 -2.160 -0.189  -0.006
44 C -0.409 -3.144 0.439  -0.012
45 H 1.250 -5.803 -0.825  0.160
46 H 2.432 -3.929 -1.992  0.147
47 H 1.742 -1.594 -1.530  0.139
48 H -1.227 -2.874 1.085  0.131

Values from the calculation:
net charge: +3
highest occupied orbital energy (spin up / spin down): -19.6068 / -19.6066 eV
E_LUMO (spin up / spin down): -0.465 / -0.464 Ha
multiplicity: 1
orbital gap (spin up / spin down): 6.96 / 6.99 eV
calculated total energy: -2491.40335 Ha


Record 5
Density functional theory data (ωB97M-V/def2-TZVPD) for the molecule C3H5NO2.

Each line ends with the Löwdin charge.
Element x y z (Å)
1 C -0.711 -0.631 0.696  -0.446
2 C 0.844 1.027 -0.138  -0.155
3 N 0.490 -0.007 0.814  -0.076
4 C 0.071 -1.576 -0.445  0.013
5 O -1.882 -0.061 0.227  0.029
6 O 0.935 -2.013 -1.068  0.171
7 H -1.676 0.568 -0.479  0.095
8 H -0.970 -1.254 1.550  0.147
9 H 1.766 1.494 0.211  0.075
10 H 1.045 0.632 -1.149  0.074
11 H 0.087 1.822 -0.218  0.073

Values from the calculation:
highest occupied orbital energy: -8.4799 eV
E_LUMO: 0.015 Ha
multiplicity: 1
orbital gap: 8.90 eV
calculated total energy: -322.43217 Ha
ΔE to the lowest compared entry with this formula, charge and spin: 89.2 kcal per mole


Record 6
Density functional theory data (ωB97M-V/def2-TZVPD) for a structure of composition C31H46CoN6O4SSi.

Each line ends with the Löwdin charge.
Element x y z (Å)
1 Co 0.412 0.630 1.052  0.212
2 N -1.439 1.150 0.372  0.022
3 N -2.443 1.513 1.286  0.016
4 C -2.625 0.854 2.463  -0.436
5 N -3.291 1.556 3.395  0.202
6 N -2.192 -0.384 2.497  0.151
7 N -2.186 -1.048 3.696  -0.425
8 O -1.688 -2.148 3.668  0.053
9 O -2.682 -0.565 4.713  0.019
10 H -1.177 2.012 -0.100  0.043
11 H -1.772 0.487 -0.337  0.074
12 H -3.171 2.132 0.964  0.154
13 H -3.209 2.559 3.358  0.114
14 H -3.357 1.102 4.299  0.087
15 S 0.701 1.118 3.509  0.641
16 C 2.093 0.244 3.019  -0.759
17 C 3.144 -0.188 3.849  -0.087
18 C 4.166 -0.930 3.311  -0.075
19 C 4.153 -1.252 1.950  -0.074
20 C 3.112 -0.783 1.185  -0.137
21 N 2.127 -0.036 1.697  -0.096
22 H 3.110 0.064 4.899  0.101
23 H 4.977 -1.273 3.942  0.105
24 H 4.933 -1.847 1.498  0.097
25 H 3.051 -1.002 0.125  0.102
26 C 3.089 2.883 1.057  -0.195
27 Si 1.409 2.559 0.245  0.707
28 C 1.730 2.419 -1.668  -0.636
29 C 2.190 3.719 -2.331  -0.101
30 C 2.840 1.374 -1.859  -0.110
31 C 0.493 1.885 -2.401  -0.111
32 C 0.401 4.215 0.603  -0.618
33 C 1.340 5.433 0.552  -0.108
34 C -0.742 4.500 -0.382  -0.103
35 C -0.183 4.175 2.019  -0.138
36 H 3.624 3.708 0.582  0.028
37 H 3.729 2.000 1.022  0.016
38 H 2.943 3.131 2.111  0.031
39 H 3.063 4.144 -1.830  0.076
40 H 1.405 4.476 -2.336  0.059
41 H 2.467 3.533 -3.376  0.082
42 H 3.765 1.641 -1.344  0.077
43 H 3.072 1.264 -2.925  0.083
44 H 2.519 0.398 -1.488  0.035
45 H -0.330 2.603 -2.430  0.067
46 H 0.120 0.963 -1.941  0.037
47 H 0.745 1.647 -3.443  0.085
48 H 1.781 5.581 -0.433  0.063
49 H 2.151 5.347 1.274  0.069
50 H 0.775 6.339 0.800  0.082
51 H -0.429 4.444 -1.424  0.052
52 H -1.129 5.512 -0.212  0.085
53 H -1.602 3.833 -0.248  0.058
54 H 0.596 4.052 2.772  0.058
55 H -0.877 3.345 2.154  0.026
56 H -0.716 5.113 2.227  0.083
57 C -0.283 -3.932 1.150  0.015
58 C 0.067 -2.767 0.269  -0.355
59 O 0.054 -1.625 0.691  0.030
60 C 0.450 -3.009 -1.157  -0.149
61 C 0.325 -4.260 -1.756  -0.027
62 C 0.711 -4.442 -3.076  -0.083
63 C 1.235 -3.379 -3.800  -0.079
64 C 1.361 -2.127 -3.208  -0.055
65 C 0.963 -1.943 -1.896  -0.028
66 H -0.482 -3.567 2.151  0.074
67 H 0.531 -4.659 1.156  0.098
68 H -1.175 -4.435 0.767  0.078
69 H -0.078 -5.094 -1.197  0.114
70 H 0.610 -5.415 -3.538  0.106
71 H 1.549 -3.528 -4.825  0.107
72 H 1.767 -1.296 -3.770  0.108
73 H 1.032 -0.970 -1.423  0.079
74 C -2.220 -2.216 -3.661  -0.001
75 C -2.381 -1.819 -2.216  -0.368
76 O -1.953 -0.741 -1.833  0.048
77 C -3.021 -2.782 -1.276  -0.152
78 C -3.617 -3.961 -1.727  -0.028
79 C -4.194 -4.841 -0.827  -0.072
80 C -4.172 -4.558 0.533  -0.068
81 C -3.571 -3.392 0.991  -0.068
82 C -3.002 -2.510 0.090  -0.031
83 H -1.664 -1.439 -4.179  0.089
84 H -3.198 -2.338 -4.129  0.093
85 H -1.689 -3.166 -3.740  0.076
86 H -3.636 -4.194 -2.783  0.108
87 H -4.659 -5.750 -1.184  0.104
88 H -4.616 -5.251 1.236  0.108
89 H -3.530 -3.176 2.050  0.103
90 H -2.505 -1.623 0.458  0.082

Values from the calculation:
highest occupied orbital energy (spin up / spin down): -6.7269 / -6.8923 eV
E_LUMO (spin up / spin down): -0.009 / -0.009 Ha
multiplicity: 2
orbital gap (spin up / spin down): 6.49 / 6.66 eV
calculated total energy: -3908.73245 Ha


Sequential largest force on an atom output: 0.31, 7.57, 3.34, 1.03, 2.23, 0.40 eV Å⁻¹